Computed, not measured: a 2-piece molecular cluster, C29H30ClN3O4S overall at a distorted geometry, with ωB97M-V with the def2-TZVPD basis set.

Geometry as ORCA input:
```
! RIJCOSX wB97M-V def2-TZVPD def2/J DEFGRID3
* xyz 0 1
C -0.13051 -6.54877 -2.81531
C -0.15508 -5.36563 -1.86211
N -0.90914 -4.24673 -2.43130
C -0.81020 -3.04919 -1.70712
C -1.92568 -2.44023 -1.09494
C -1.74342 -1.34224 -0.27056
C -0.48876 -0.67593 -0.19535
C -0.39721 0.54555 0.54953
C 0.32522 1.68542 0.11038
C 0.68881 1.85070 -1.25671
C 1.37866 2.96427 -1.69081
C 1.81532 3.92375 -0.75650
N 2.65684 4.98799 -1.12864
C 4.02638 4.83997 -0.63809
C 4.83850 6.11231 -0.86807
O 4.65201 6.68155 -2.16714
C 3.26606 6.88269 -2.46726
C 2.51468 5.55786 -2.46698
C 1.46369 3.78406 0.60914
C 0.67827 2.72679 1.02159
C 0.61068 -1.25773 -0.89698
C 0.46147 -2.45595 -1.56926
C -2.22285 -4.58500 -2.96487
C -2.02006 -5.68677 -3.99544
O -1.39481 -6.83613 -3.41260
H 0.63304 -6.36074 -3.58504
H 0.13226 -7.46832 -2.27677
H -0.61868 -5.71086 -0.91582
H 0.86605 -5.03845 -1.63860
H -2.92463 -2.86847 -1.20623
H -2.57588 -0.94729 0.30895
H -1.03445 0.64702 1.44229
H 0.42615 1.06751 -1.96362
H 1.63834 3.04911 -2.74824
H 3.98374 4.60340 0.43455
H 4.54603 4.00796 -1.15945
H 4.56930 6.83972 -0.08129
H 5.91519 5.89541 -0.80440
H 2.78556 7.55400 -1.73118
H 3.25561 7.35409 -3.45905
H 2.93971 4.89562 -3.24437
H 1.44790 5.72194 -2.67600
H 1.81460 4.53015 1.33135
H 0.36302 2.63474 2.06249
H 1.58378 -0.75823 -0.86952
H 1.31835 -2.94728 -2.03022
H -2.89919 -4.95050 -2.16832
H -2.64943 -3.69402 -3.44490
H -2.98919 -6.04519 -4.37581
H -1.42298 -5.27298 -4.83254
N -6.81777 0.26073 3.76029
C -5.71884 -0.09454 3.94943
C -4.35897 -0.52743 4.16231
C -3.63027 -0.07469 5.26509
C -2.27547 -0.38959 5.40041
C -1.65232 -1.16898 4.43145
S 0.14384 -1.40261 4.45981
C 0.67231 -0.34775 3.19375
Cl 2.22338 0.31503 3.31343
O 0.59226 -0.97411 5.75900
O 0.33791 -2.76814 4.03417
C -2.39691 -1.72521 3.39287
C -3.74539 -1.39157 3.25101
H -4.13187 0.52689 6.02414
H -1.71074 -0.04245 6.26416
H 0.44646 -0.74569 2.20329
H -1.93048 -2.42586 2.69958
H -4.33018 -1.81499 2.43291
*
```

## Properties
ΔE to the lowest compared entry with this formula, charge and spin in kJ/mol: 0.0
Lowest unoccupied orbital energy in eV: -2.42
Orbital gap in eV: 4.1



Computed, not measured: C4H6N2O as an isolated structure at a distorted geometry, with ωB97M-V with the def2-TZVPD basis set.

Geometry as ORCA input:
```
! RIJCOSX wB97M-V def2-TZVPD def2/J DEFGRID3
* xyz 0 1
C -2.25766 0.42570 -0.21488
C 2.39557 -0.06395 -0.02447
C -0.96835 -0.11818 0.27510
C 0.94518 -0.04041 0.15721
O -0.79550 -1.39214 0.70219
N -0.01339 -0.98720 -0.45494
N 0.13825 0.73984 0.77041
H -2.06787 1.27038 -0.87276
H -2.80079 -0.35243 -0.74532
H -2.83952 0.76569 0.64033
H 2.78802 -1.00927 0.35155
H 2.62802 -0.00933 -1.08770
H 2.84805 0.77130 0.50329
*
```

## Properties
ΔE to the lowest compared entry with this formula, charge and spin in kJ/mol: 416.9
Lowest unoccupied orbital energy in eV: 1.01
Orbital gap in eV: 10.9



Computed, not measured: C35H31BrN2O7PTi as an isolated structure at a distorted geometry, with ωB97M-V with the def2-TZVPD basis set.

Geometry as ORCA input:
```
! RIJCOSX wB97M-V def2-TZVPD def2/J DEFGRID3
* xyz 0 2
Ti -0.23328 -0.24328 1.86938
O 2.51986 -2.34510 2.61272
C 1.68370 -2.41495 1.73763
O 0.44463 -2.00869 1.83863
C 2.05345 -3.01811 0.39864
C 2.87377 -4.14431 0.45387
C 3.27224 -4.78833 -0.70167
C 2.87506 -4.29038 -1.93738
C 2.08663 -3.15572 -2.00168
C 1.65482 -2.49845 -0.84462
P 0.62339 -0.96441 -1.02378
C 1.75909 0.20221 -1.87195
C 1.22963 1.47947 -2.10100
C 2.01208 2.49914 -2.62092
C 3.35316 2.26250 -2.90345
C 3.89561 1.00866 -2.66364
C 3.10589 -0.01596 -2.14866
C -0.47514 -1.53758 -2.39292
C -1.22201 -2.69994 -2.17399
C -2.05469 -3.20672 -3.15776
C -2.16508 -2.55634 -4.38310
C -1.43107 -1.40457 -4.61113
C -0.58979 -0.89796 -3.62296
H 3.18766 -4.50018 1.42672
H 3.89359 -5.67364 -0.64318
H 3.18351 -4.78400 -2.85048
H 1.79484 -2.76727 -2.97197
H 0.19256 1.68100 -1.84754
H 1.58312 3.48107 -2.78640
H 3.97311 3.05779 -3.29777
H 4.94338 0.82442 -2.86729
H 3.55269 -0.98304 -1.95490
H -1.13035 -3.22248 -1.22931
H -2.61664 -4.11418 -2.97250
H -2.81486 -2.95221 -5.15392
H -1.49807 -0.89804 -5.56587
H -0.01281 -0.00631 -3.83130
O -1.76624 -1.30514 0.54798
C -2.49268 -2.22248 1.35652
C -2.80186 -1.56608 2.67237
C -3.85319 -1.96763 3.47406
C -4.15627 -1.22878 4.60263
C -3.40971 -0.09946 4.87418
C -2.35476 0.22260 4.03947
N -2.03336 -0.51169 2.96480
H -2.33303 -0.50568 0.41814
H -1.87045 -3.10381 1.49690
H -3.41763 -2.51991 0.86213
H -4.43284 -2.83930 3.19781
H -4.98018 -1.51755 5.24355
H -3.62409 0.53218 5.72525
H -1.73549 1.09172 4.22335
N 2.03157 0.52516 1.25637
C 2.79851 1.13393 2.36751
C 1.99835 2.26036 2.99775
C 0.66589 1.80224 3.53554
O -0.12400 2.58028 4.01876
O 0.45818 0.49311 3.43255
H 2.59957 -0.22080 0.86386
H 1.91242 1.20964 0.51269
H 3.76067 1.51146 2.01638
H 2.98188 0.34901 3.09700
H 1.79847 3.05730 2.27668
H 2.54671 2.71214 3.82541
Br 1.11376 6.03412 -0.88469
C -0.54190 5.11689 -0.77747
C -1.66984 5.67466 -1.35428
C -2.87562 4.98980 -1.27363
C -2.93866 3.74898 -0.65231
C -1.79546 3.20193 -0.09194
C -0.59397 3.89315 -0.13436
C -1.83331 1.81587 0.50102
O -2.84612 1.13259 0.36926
O -0.74100 1.40658 1.04059
H -1.60416 6.62674 -1.86413
H -3.76689 5.42680 -1.70667
H -3.86283 3.18926 -0.60023
H 0.28584 3.46573 0.32466
*
```

## Properties
ΔE to the lowest compared entry with this formula, charge and spin in kJ/mol: 57.1
Expectation value of S²: 0.7525
Lowest unoccupied orbital energy (alpha / beta) in eV: 0.37 / 0.28
Orbital gap (alpha / beta) in eV: 7.5 / 8.6



Computed, not measured: one molecule with the formula C3H3N3O3 at a distorted geometry, with ωB97M-V with the def2-TZVPD basis set.

Geometry as ORCA input:
```
! RIJCOSX wB97M-V def2-TZVPD def2/J DEFGRID3
* xyz 0 1
C 0.73754 1.23926 0.09189
C 1.89631 0.40831 0.02935
C -0.28441 0.25586 0.17594
N 1.62257 -0.87221 -0.06986
N 0.31200 -0.98042 -0.01601
N -1.65301 0.35109 0.08250
O -2.29007 -0.71944 0.26706
O -2.17548 1.37608 -0.33168
O -0.30465 -2.19231 -0.16608
H 0.56543 2.23070 0.13045
H 2.83493 0.76658 -0.08685
H -1.26115 -1.86351 -0.10671
*
```

## Properties
ΔE to the lowest compared entry with this formula, charge and spin in kJ/mol: 690.6
SMILES: O=[N+]([O-])c1ccnn1O
Lowest unoccupied orbital energy in eV: -1.46
Orbital gap in eV: 8.5



Computed, not measured: a 3-piece molecular cluster, C5H14N2O overall at a distorted geometry, with ωB97M-V with the def2-TZVPD basis set.

Geometry as ORCA input:
```
! RIJCOSX wB97M-V def2-TZVPD def2/J DEFGRID3
* xyz 0 1
C -0.26117 0.10064 0.05487
C 0.73392 0.44177 0.96124
C 0.42873 -2.01144 0.45130
C -0.04002 0.34122 -1.41182
C -1.70345 0.09044 0.48611
N 0.30047 2.54284 0.64160
N 0.04866 -2.78586 -0.64898
O 1.51154 2.93827 -0.06564
H 1.15522 3.29143 -0.89105
H 0.55403 2.78599 1.60374
H -0.93274 -2.77558 -0.88888
H 0.78539 -3.02792 -1.29781
H 0.55480 0.29673 2.02169
H 1.76218 0.48682 0.62019
H -0.16615 -2.19580 1.33965
H 1.49610 -2.03412 0.64186
H -0.61496 1.20881 -1.74470
H -2.28077 -0.64151 -0.08830
H -0.39022 -0.52049 -1.99221
H 1.01001 0.52295 -1.64100
H -1.80784 -0.12862 1.55007
H -2.14375 1.07343 0.29806
*
```

## Properties
ΔE to the lowest compared entry with this formula, charge and spin in kJ/mol: 691.3
Lowest unoccupied orbital energy (alpha / beta) in eV: 0.78 / 0.77
Orbital gap (alpha / beta) in eV: 6.9 / 7.3



Computed, not measured: C35H33BCl3F5N8O2ReS2 as an isolated structure at a distorted geometry, with ωB97M-V with the def2-TZVPD basis set.

Geometry as ORCA input:
```
! RIJCOSX wB97M-V def2-TZVPD def2/J DEFGRID3
* xyz 2 2
Re -1.18818 1.43387 -0.57508
C 2.63222 2.40217 1.10982
C 1.76822 1.52567 0.46682
N 0.62872 2.15447 0.19702
N 0.72682 3.41107 0.64152
C 1.92892 3.59417 1.19482
B -0.44068 4.37337 0.39712
N -0.77018 4.32957 -1.10698
C -0.71458 5.32887 -1.98928
C -1.19218 4.86867 -3.20598
C -1.52698 3.54227 -2.97458
N -1.25388 3.22457 -1.70408
N -1.69738 3.81517 1.09222
C -2.52798 4.45147 1.91802
C -3.62868 3.64207 2.14992
C -3.39208 2.49857 1.40582
N -2.21958 2.61447 0.77452
H 3.62002 2.20327 1.46662
H 1.91052 0.49797 0.19072
H 2.21712 4.53817 1.60972
H -0.19718 5.46277 0.75692
H -0.35388 6.30137 -1.71638
H -1.29148 5.41377 -4.12278
H -1.96808 2.83597 -3.65158
H -2.30548 5.43237 2.28482
H -4.48288 3.85327 2.75942
H -4.01548 1.63397 1.29522
C 6.48632 1.59757 -4.43578
C 5.03722 1.54377 -4.09358
C 4.22602 2.66057 -4.27388
C 2.87972 2.59497 -3.97648
C 2.32772 1.40877 -3.51048
C 3.12232 0.29497 -3.29738
C 4.47242 0.37397 -3.58748
S 0.52812 1.46157 -3.38028
C 0.17062 0.46037 -4.85108
O 0.08492 0.58497 -2.21008
H 6.85702 2.61947 -4.41448
H 6.64592 1.19887 -5.44008
H 7.06662 0.99817 -3.73818
H 4.65102 3.57557 -4.65858
H 2.24822 3.45827 -4.11218
H 2.69702 -0.61893 -2.91148
H 5.10142 -0.49143 -3.44378
H 0.65702 -0.50543 -4.78438
H 0.55562 1.01167 -5.70208
H -0.90508 0.33977 -4.93578
F -3.70848 -0.05433 -0.16998
C -2.89868 0.32177 -1.21918
F -2.47298 -0.88323 -1.73788
C -3.81978 0.94047 -2.29078
F -4.02388 2.24617 -2.01978
F -3.20928 0.89087 -3.48858
F -5.00648 0.37507 -2.41048
Cl -0.87098 -5.94713 -3.05078
C -0.75788 -5.46823 -1.40928
C 0.17442 -4.49983 -1.03608
C 0.24802 -4.11313 0.28812
C -0.59588 -4.65743 1.24982
C -0.59278 -4.09623 2.65502
C -1.82388 -3.14153 2.76822
N -1.50568 -1.81243 2.32712
C -1.20378 -0.76993 3.15012
C -0.97028 0.30447 2.34882
N -1.11588 -0.07513 1.03942
C -1.43248 -1.36133 1.06892
O -0.68748 -5.09753 3.63772
C 0.31412 -5.11733 4.63992
C 0.32722 -3.87983 5.49012
C -0.63968 -3.58723 6.43292
Cl -1.98468 -4.54323 6.82262
S -0.33588 -2.07893 7.24132
C 1.08502 -1.85083 6.31222
C 1.30732 -2.87083 5.43042
C -1.51708 -5.64153 0.86062
Cl -2.58808 -6.34343 2.00412
C -1.58738 -6.05323 -0.46258
H 0.82252 -4.05983 -1.77718
H 0.97512 -3.37033 0.58282
H 0.31842 -3.50133 2.80902
H -2.14088 -3.10733 3.81262
H -2.64658 -3.54413 2.17442
H -1.20258 -0.86333 4.21752
H -0.73378 1.30517 2.65072
H -1.60098 -1.97863 0.21012
H 1.30632 -5.26543 4.19702
H 0.06042 -5.99203 5.24572
H 1.69092 -0.97983 6.46822
H 2.16442 -2.91613 4.78322
H -2.29648 -6.81263 -0.75328
*
```

## Properties
Expectation value of S²: 0.7567
Lowest unoccupied orbital energy (alpha / beta) in eV: -8.43 / -7.98
Orbital gap (alpha / beta) in eV: 4.1 / 4.6



Computed, not measured: C8H12BNO3S as an isolated structure at a distorted geometry, with ωB97M-V with the def2-TZVPD basis set.

Geometry as ORCA input:
```
! RIJCOSX wB97M-V def2-TZVPD def2/J DEFGRID3
* xyz 0 1
B 0.61947 0.16989 0.35950
C 1.50189 1.21124 -0.54311
C 3.02965 0.25849 1.03525
C 2.73666 0.42826 -1.26788
C -1.33424 -1.08648 0.47927
C 0.43282 -1.91806 1.43323
C 0.10440 -1.30563 -0.02185
C -0.64508 -0.80543 1.79301
C -1.91660 2.74215 -0.69062
N 3.56004 0.13918 -0.13376
O 1.39669 2.37054 -0.62639
O 3.32269 0.09971 2.20151
O 0.05530 0.45983 1.51110
S -2.45865 2.60839 1.03148
H 2.37561 -0.46632 -1.83215
H 3.34382 1.10952 -2.08433
H -1.94530 -0.29035 0.02540
H -2.03921 -1.89705 0.61174
H -0.11058 -2.86712 1.34485
H 1.42300 -1.90731 1.88721
H 0.31966 -1.98994 -0.89159
H -1.27447 -0.84288 2.72656
H -0.90002 3.21939 -0.51752
H -2.82585 3.25467 -1.15300
H -1.87327 1.72180 -1.05443
H 4.51208 -0.29830 -0.27811
*
```

## Properties
ΔE to the lowest compared entry with this formula, charge and spin in kJ/mol: 59.1
Lowest unoccupied orbital energy (alpha / beta) in eV: -0.99 / -1.32
Orbital gap (alpha / beta) in eV: 7.8 / 6.7



Computed, not measured: a 2-piece molecular cluster, CF2N2 overall at a distorted geometry, with ωB97M-V with the def2-TZVPD basis set.

Geometry as ORCA input:
```
! RIJCOSX wB97M-V def2-TZVPD def2/J DEFGRID3
* xyz 0 1
C 0.56756 0.63904 -0.09302
N 0.15360 -0.57908 -0.45624
N 1.22282 -0.26257 0.54789
F 0.21011 1.78415 0.12587
F -2.15409 -1.58153 -0.12449
*
```

## Properties
ΔE to the lowest compared entry with this formula, charge and spin in kJ/mol: 674.6
Lowest unoccupied orbital energy (alpha / beta) in eV: -3.89 / -3.90
Orbital gap (alpha / beta) in eV: 6.0 / 6.0



So what do the calculations give for E_tot? Going down the list: -2446.479682 -340.636131 -5753.617906 -505.909530 -383.437398 -4721.035145 -1015.382505 -347.048058 Ha.